# 1
The following is a DFT calculation (ωB97M-V with the def2-TZVPD basis set) of one molecule with the formula C20H20N2O5.

Each atom is followed by the atoms it is bonded to, with distances in Å.
Element x y z (Å)
1 H -1.96 -2.96 -2.05  C39 1.080
2 C 3.97 -0.31 -0.04  C18 1.393, C26 1.393, C36 1.483
3 N 1.66 -0.96 -0.24  C17 1.396, H22 1.010, C36 1.362
4 H 6.80 1.08 1.19  C40 1.079
5 H -0.34 -2.55 0.42  C28 1.084
6 H -2.08 2.77 -1.53  C9 1.094
7 H -4.28 0.56 3.90  C15 1.086
8 O -2.26 0.05 1.25  C27 1.417, C33 1.372
9 C -1.00 2.61 -1.46  H6 1.094, C10 1.534, N12 1.440, H45 1.096
10 C -0.38 3.82 -0.73  C9 1.534, O19 1.322, O42 1.200
11 C -4.76 -1.33 -1.09  H14 1.080, C29 1.385, C32 1.381
12 N -0.68 1.37 -0.80  C9 1.440, H30 1.010, C46 1.347
13 H -4.36 -2.79 -2.61  C32 1.079
14 H -5.80 -1.25 -1.33  C11 1.080
15 C -3.75 -0.07 3.18  H7 1.086, C27 1.524, H31 1.087, H47 1.087
16 O 0.36 0.41 -2.58  C46 1.211
17 C 0.30 -0.80 -0.52  N3 1.396, C28 1.331, C46 1.511
18 C 4.48 -1.55 -0.41  C2 1.393, H34 1.081, C43 1.383
19 O 0.83 3.63 -0.23  C10 1.322, H37 0.982
20 H -4.88 0.09 0.48  C29 1.078
21 C 6.65 -0.90 0.39  H38 1.080, C40 1.386, C43 1.386
22 H 1.97 -1.87 0.06  N3 1.010
23 O 2.20 1.23 -0.43  C36 1.221
24 H 6.21 -2.80 -0.49  C43 1.080
25 H -2.29 1.43 2.68  C27 1.094
26 C 4.82 0.64 0.52  C2 1.393, C40 1.382, H44 1.079
27 C -3.03 0.80 2.17  O8 1.417, C15 1.524, H25 1.094, H41 1.097
28 C -0.62 -1.67 -0.14  H5 1.084, C17 1.331, C35 1.476
29 C -4.23 -0.58 -0.06  C11 1.385, H20 1.078, C33 1.388
30 H -0.99 1.23 0.15  N12 1.010
31 H -4.46 -0.73 2.69  C15 1.087
32 C -3.95 -2.20 -1.81  C11 1.381, H13 1.079, C39 1.384
33 C -2.88 -0.67 0.26  O8 1.372, C29 1.388, C35 1.403
34 H 3.85 -2.28 -0.90  C18 1.081
35 C -2.06 -1.54 -0.47  C28 1.476, C33 1.403, C39 1.386
36 C 2.55 0.07 -0.27  C2 1.483, N3 1.362, O23 1.221
37 H 1.22 2.75 -0.41  O19 0.982
38 H 7.69 -1.13 0.56  C21 1.080
39 C -2.61 -2.30 -1.49  H1 1.080, C32 1.384, C35 1.386
40 C 6.15 0.35 0.74  H4 1.079, C21 1.386, C26 1.382
41 H -3.73 1.46 1.64  C27 1.097
42 O -0.97 4.86 -0.62  C10 1.200
43 C 5.82 -1.84 -0.20  C18 1.383, C21 1.386, H24 1.080
44 H 4.41 1.61 0.79  C26 1.079
45 H -0.58 2.56 -2.47  C9 1.096
46 C 0.01 0.39 -1.42  N12 1.347, O16 1.211, C17 1.511
47 H -3.03 -0.69 3.72  C15 1.087

Values from the calculation:
Energy relative to the best compared isomer or geometry (same formula, charge and spin) in kcal/mol: 14.8
LUMO energy in eV: 0.13
Largest force on an atom in Eh/bohr: 0.0141
Kohn-Sham gap in eV: 9.02
Structure (SMILES): CCOc1ccccc1/C=C(/NC(=O)c1ccccc1)C(=O)NCC(=O)O

# 2
The following is a DFT calculation (ωB97M-V with the def2-TZVPD basis set) of one molecule with the formula C20H20N2O6 in a non-equilibrium geometry.

Each atom is followed by the atoms it is bonded to, with distances in Å.
Element x y z (Å)
1 N 0.47 -6.11 0.51  C16 1.382, C44 1.320
2 H -0.46 1.72 2.31  C25 1.082
3 O -0.89 5.93 3.91  C22 1.358, H43 0.958
4 H 0.62 4.95 -0.28  C33 1.087
5 H 0.17 -4.25 2.31  C21 1.149
6 H 0.52 7.06 0.71  O31 0.948
7 H 1.98 -1.42 0.99  C13 1.104
8 O 0.04 3.79 -3.03  C15 1.228
9 C 0.20 3.21 0.93  C18 1.534, C25 1.403, C33 1.416
10 H -1.07 3.42 4.16  C35 1.107
11 C 0.34 -0.21 0.32  O12 1.385, C13 1.381, C32 1.406
12 O 1.10 0.94 0.26  C11 1.385, C18 1.450
13 C 0.89 -1.37 0.83  H7 1.104, C11 1.381, C14 1.413
14 C 0.14 -2.56 1.00  C13 1.413, C21 1.503, C27 1.414
15 C 0.01 2.59 -3.30  O8 1.228, N29 1.367, C41 1.508
16 C 0.62 -6.97 -0.57  N1 1.382, C23 1.491, O36 1.232
17 H -0.47 0.73 -2.67  N29 0.994
18 C 0.54 2.20 -0.18  C9 1.534, O12 1.450, H28 1.110, C37 1.570
19 C -0.05 5.54 1.70  C22 1.429, O31 1.373, C33 1.409
20 H -0.37 1.90 -5.25  C41 1.090
21 C 0.79 -3.85 1.43  H5 1.149, C14 1.503, C44 1.487, H48 1.067
22 C -0.54 5.04 2.94  O3 1.358, C19 1.429, C35 1.369
23 C 0.34 -8.41 -0.32  C16 1.491, H24 1.063, H26 1.075, H38 1.104
24 H -0.54 -8.69 -0.85  C23 1.063
25 C -0.33 2.78 2.15  H2 1.082, C9 1.403, C35 1.408
26 H 1.13 -9.05 -0.68  C23 1.075
27 C -1.23 -2.55 0.68  C14 1.414, H40 1.076, C45 1.412
28 H 1.32 2.59 -0.86  C18 1.110
29 N -0.45 1.69 -2.39  C15 1.367, H17 0.994, C37 1.446
30 H 1.06 1.13 -4.59  C41 1.108
31 O -0.06 6.89 1.43  H6 0.948, C19 1.373
32 C -1.01 -0.22 -0.06  C11 1.406, C45 1.414, O47 1.364
33 C 0.33 4.61 0.71  H4 1.087, C9 1.416, C19 1.409
34 H 1.13 2.85 -5.13  C41 1.108
35 C -0.70 3.70 3.15  H10 1.107, C22 1.369, C25 1.408
36 O 1.10 -6.60 -1.64  C16 1.232
37 C -0.77 1.98 -1.01  C18 1.570, N29 1.446, H46 1.053, O47 1.430
38 H 0.22 -8.56 0.77  C23 1.104
39 H -2.86 -1.32 -0.09  C45 1.084
40 H -1.87 -3.41 0.79  C27 1.076
41 C 0.51 2.09 -4.63  C15 1.508, H20 1.090, H30 1.108, H34 1.108
42 H 1.03 -4.46 -0.64  C44 1.059
43 H -0.75 6.80 3.52  O3 0.958
44 C 0.77 -4.84 0.32  N1 1.320, C21 1.487, H42 1.059
45 C -1.81 -1.36 0.18  C27 1.412, C32 1.414, H39 1.084
46 H -1.34 2.87 -0.99  C37 1.053
47 O -1.60 0.88 -0.62  C32 1.364, C37 1.430
48 H 1.80 -3.69 1.73  C21 1.067

Values from the calculation:
Energy relative to the best compared isomer or geometry (same formula, charge and spin) in kcal/mol: 76.0
LUMO energy in eV: -0.19
Largest force on an atom in Eh/bohr: 0.0707
Kohn-Sham gap in eV: 8.20
Structure (SMILES): CC(=O)/N=C/Cc1ccc2c(c1)O[C@H](c1ccc(O)c(O)c1)[C@@H](NC(C)=O)O2

# 3
The following is a DFT calculation (ωB97M-V with the def2-TZVPD basis set) of one molecule with the formula C20H20N4O2.

Each atom is followed by the atoms it is bonded to, with distances in Å.
Element x y z (Å)
1 H -4.51 -1.10 -1.22  C3 1.090
2 C -0.25 -1.58 -1.23  C6 1.416, C37 1.398, N40 1.371
3 C -3.60 -1.39 -0.71  H1 1.090, C16 1.510, H21 1.090, N26 1.468
4 C -0.20 -0.94 3.13  H9 1.094, H14 1.089, H17 1.094, O45 1.410
5 C -0.35 -3.80 0.19  N32 1.326, H34 1.082, N35 1.316
6 C 0.84 -2.03 -0.46  C2 1.416, C15 1.433, N35 1.334
7 C 2.03 1.16 -1.62  C8 1.387, C13 1.379, H43 1.080
8 C 1.31 0.00 -1.36  C7 1.387, C15 1.413, N40 1.374
9 H -1.12 -1.27 3.62  C4 1.094
10 H 3.51 -1.65 0.65  C11 1.079
11 C 3.11 -0.87 0.02  H10 1.079, C15 1.391, C36 1.382
12 H -3.56 1.23 -1.44  C28 1.080
13 C 3.27 1.28 -1.05  C7 1.379, H20 1.081, C36 1.402
14 H 0.59 -0.84 3.88  C4 1.089
15 C 1.85 -1.02 -0.54  C6 1.433, C8 1.413, C11 1.391
16 C -2.93 -0.24 -0.01  C3 1.510, C28 1.383, C29 1.393
17 H 0.11 -1.69 2.39  C4 1.094
18 C -1.30 4.25 -0.36  H23 1.094, H30 1.089, H42 1.095, O46 1.407
19 H -0.57 0.23 -2.30  N40 1.006
20 H 3.85 2.18 -1.23  C13 1.081
21 H -3.80 -2.22 -0.03  C3 1.090
22 H 5.16 1.33 1.07  C24 1.090
23 H -1.52 4.54 0.68  C18 1.094
24 C 5.19 0.50 0.37  H22 1.090, H25 1.087, C36 1.500, H41 1.089
25 H 5.52 -0.39 0.89  C24 1.087
26 N -2.64 -1.87 -1.71  C3 1.468, H31 1.016, C37 1.396
27 C -2.08 2.02 -0.12  C28 1.397, C39 1.384, O46 1.363
28 C -2.92 1.01 -0.60  H12 1.080, C16 1.383, C27 1.397
29 C -2.09 -0.50 1.08  C16 1.393, H38 1.078, C44 1.387
30 H -1.52 5.09 -1.02  C18 1.089
31 H -2.47 -1.14 -2.40  N26 1.016
32 N -1.46 -3.43 -0.43  C5 1.326, C37 1.326
33 H -0.54 2.48 1.33  C39 1.077
34 H -0.42 -4.73 0.75  C5 1.082
35 N 0.79 -3.16 0.25  C5 1.316, C6 1.334
36 C 3.83 0.29 -0.23  C11 1.382, C13 1.402, C24 1.500
37 C -1.44 -2.31 -1.15  C2 1.398, N26 1.396, N32 1.326
38 H -2.10 -1.48 1.52  C29 1.078
39 C -1.23 1.75 0.94  C27 1.384, H33 1.077, C44 1.397
40 N 0.06 -0.37 -1.80  C2 1.371, C8 1.374, H19 1.006
41 H 5.91 0.74 -0.41  C24 1.089
42 H -0.24 3.98 -0.44  C18 1.095
43 H 1.62 1.94 -2.25  C7 1.080
44 C -1.23 0.49 1.54  C29 1.387, C39 1.397, O45 1.358
45 O -0.34 0.33 2.56  C4 1.410, C44 1.358
46 O -2.14 3.20 -0.79  C18 1.407, C27 1.363

Values from the calculation:
Energy relative to the best compared isomer or geometry (same formula, charge and spin) in kcal/mol: 28.7
LUMO energy in eV: 0.41
Largest force on an atom in Eh/bohr: 0.0183
Kohn-Sham gap in eV: 8.34
Structure (SMILES): COc1cc(CNc2ncnc3c2[nH]c2ccc(C)cc23)cc(OC)c1

# 4
The following is a DFT calculation (ωB97M-V with the def2-TZVPD basis set) of one molecule with the formula C20H20N4O2S in a non-equilibrium geometry.

Each atom is followed by the atoms it is bonded to, with distances in Å.
Element x y z (Å)
1 C -1.14 1.53 2.07  H3 1.091, H26 1.095, C35 1.524, N46 1.452
2 C 0.58 -6.42 -0.51  C21 1.386, H36 1.080, C42 1.382
3 H -1.58 0.67 2.57  C1 1.091
4 C -1.08 2.95 -1.35  C6 1.401, C16 1.400, N30 1.375
5 C 1.11 2.29 1.48  H8 1.094, C41 1.530, H44 1.097, N46 1.451
6 C -0.82 4.24 -1.85  C4 1.401, C14 1.380, H38 1.079
7 C 0.65 -4.04 -0.25  C11 1.395, C39 1.443, C42 1.394
8 H 1.88 2.84 2.03  C5 1.094
9 H -1.91 1.03 -1.87  C16 1.078
10 C 0.72 0.65 3.30  C27 1.529, O34 1.216, N46 1.347
11 C -0.03 -3.88 -1.46  C7 1.395, C15 1.381, H24 1.078
12 H -2.04 3.94 -4.99  C32 1.079
13 N 0.81 -1.63 0.20  N37 1.345, C39 1.298
14 C -1.16 4.58 -3.14  C6 1.380, C32 1.384, H45 1.081
15 C -0.40 -5.00 -2.18  C11 1.381, H19 1.080, C21 1.387
16 C -1.71 2.04 -2.21  C4 1.400, H9 1.078, C33 1.381
17 H 2.81 0.97 2.67  C27 1.085
18 H 0.94 3.80 -0.01  C41 1.093
19 H -0.92 -4.88 -3.12  C15 1.080
20 H -0.75 0.51 0.22  C35 1.100
21 C -0.10 -6.27 -1.71  C2 1.386, C15 1.387, H29 1.080
22 H 2.54 0.90 4.44  C27 1.090
23 C 1.85 -1.69 2.04  N37 1.301, O40 1.343, S43 1.718
24 H -0.25 -2.89 -1.80  C11 1.078
25 H -2.52 1.67 -4.14  C33 1.081
26 H -1.63 2.44 2.43  C1 1.095
27 C 2.23 0.51 3.47  C10 1.529, H17 1.085, H22 1.090, S43 1.823
28 H 1.47 -5.43 1.16  C42 1.080
29 H -0.39 -7.14 -2.29  C21 1.080
30 N -0.77 2.61 -0.06  C4 1.375, C35 1.447, C41 1.442
31 H -0.15 4.04 1.37  C41 1.101
32 C -1.78 3.66 -3.98  H12 1.079, C14 1.384, C33 1.384
33 C -2.05 2.39 -3.50  C16 1.381, H25 1.081, C32 1.384
34 O -0.03 -0.03 3.98  C10 1.216
35 C -1.29 1.41 0.56  C1 1.524, H20 1.100, N30 1.447, H47 1.094
36 H 0.81 -7.41 -0.15  C2 1.080
37 N 1.34 -0.87 1.17  N13 1.345, C23 1.301
38 H -0.37 4.98 -1.21  C6 1.079
39 C 1.03 -2.87 0.51  C7 1.443, N13 1.298, O40 1.363
40 O 1.70 -2.97 1.69  C23 1.343, C39 1.363
41 C 0.27 3.29 0.68  C5 1.530, H18 1.093, N30 1.442, H31 1.101
42 C 0.95 -5.32 0.22  C2 1.382, C7 1.394, H28 1.080
43 S 2.64 -1.26 3.51  C23 1.718, C27 1.823
44 H 1.58 1.58 0.79  C5 1.097
45 H -0.95 5.58 -3.50  C14 1.081
46 N 0.27 1.56 2.42  C1 1.452, C5 1.451, C10 1.347
47 H -2.35 1.31 0.31  C35 1.094

Values from the calculation:
Energy relative to the best compared isomer or geometry (same formula, charge and spin) in kcal/mol: 47.2
LUMO energy in eV: 0.30
Largest force on an atom in Eh/bohr: 0.0320
Kohn-Sham gap in eV: 7.83
Structure (SMILES): O=C(CSc1nnc(-c2ccccc2)o1)N1CCN(c2ccccc2)CC1

# 5
The following is a DFT calculation (ωB97M-V with the def2-TZVPD basis set) of one molecule with the formula C20H20N4O2S in a non-equilibrium geometry.

Each atom is followed by the atoms it is bonded to, with distances in Å.
Element x y z (Å)
1 H -1.42 -2.22 1.46  C40 1.093
2 H 1.92 -1.58 -1.14  C6 1.090
3 H -2.81 -0.61 2.53  C23 1.072
4 H 4.23 1.42 -4.35  C32 1.056
5 C 1.43 2.38 -2.74  H26 1.080, C27 1.411, C39 1.392
6 C 1.40 -1.38 -0.20  H2 1.090, C19 1.427, C44 1.384
7 C 2.84 2.64 -6.24  N20 1.300, N24 1.399, H46 1.074
8 H -1.41 0.05 6.18  C43 1.084
9 C -0.23 0.62 4.41  H10 1.137, H29 1.116, C37 1.538, C43 1.536
10 H -0.07 1.58 3.81  C9 1.137
11 C 2.90 1.14 -1.29  S36 1.768, C39 1.416, C45 1.392
12 H 0.92 1.97 -0.71  C39 1.091
13 C 1.20 3.78 -5.42  H21 1.074, N24 1.371, N42 1.290
14 H 4.76 0.49 -2.18  C45 1.097
15 H -0.67 1.60 6.30  C43 1.075
16 C -0.92 -1.74 4.26  O33 1.211, N35 1.381, C37 1.535
17 C -3.11 0.69 4.23  H22 1.074, C23 1.561, O41 1.427, H47 1.118
18 H 0.11 -3.32 5.11  N35 1.027
19 C 1.92 -0.41 0.71  C6 1.427, C30 1.380, S36 1.752
20 N 2.40 3.49 -7.12  C7 1.300, N42 1.325
21 H 0.46 4.20 -4.76  C13 1.074
22 H -3.99 1.20 3.87  C17 1.074
23 C -2.25 0.14 3.05  H3 1.072, C17 1.561, H25 1.109, C37 1.593
24 N 2.12 2.83 -5.06  C7 1.399, C13 1.371, C27 1.386
25 H -2.07 0.98 2.34  C23 1.109
26 H 0.51 2.93 -2.90  C5 1.080
27 C 2.35 2.29 -3.80  C5 1.411, N24 1.386, C32 1.404
28 H 1.11 -2.16 4.24  N35 1.014
29 H 0.79 0.30 4.73  C9 1.116
30 C 1.26 -0.12 1.88  C19 1.380, C34 1.416, H38 1.077
31 H -0.17 -2.74 -0.57  C44 1.071
32 C 3.54 1.59 -3.57  H4 1.056, C27 1.404, C45 1.381
33 O -1.97 -2.20 4.65  C16 1.211
34 C 0.01 -0.71 2.19  C30 1.416, C37 1.545, C40 1.412
35 N 0.23 -2.39 4.68  C16 1.381, H18 1.027, H28 1.014
36 S 3.39 0.42 0.24  C11 1.768, C19 1.752
37 C -0.82 -0.43 3.46  C9 1.538, C16 1.535, C23 1.593, C34 1.545
38 H 1.65 0.61 2.57  C30 1.077
39 C 1.68 1.82 -1.49  C5 1.392, C11 1.416, H12 1.091
40 C -0.48 -1.69 1.30  H1 1.093, C34 1.412, C44 1.416
41 O -2.32 1.56 5.03  C17 1.427, C43 1.459
42 N 1.37 4.16 -6.64  C13 1.290, N20 1.325
43 C -1.14 0.93 5.60  H8 1.084, C9 1.536, H15 1.075, O41 1.459
44 C 0.22 -2.03 0.12  C6 1.384, H31 1.071, C40 1.416
45 C 3.83 1.05 -2.33  C11 1.392, H14 1.097, C32 1.381
46 H 3.63 1.92 -6.38  C7 1.074
47 H -3.47 -0.19 4.82  C17 1.118

Values from the calculation:
Energy relative to the best compared isomer or geometry (same formula, charge and spin) in kcal/mol: 53.4
LUMO energy in eV: 0.15
Largest force on an atom in Eh/bohr: 0.0493
Kohn-Sham gap in eV: 8.62
Structure (SMILES): NC(=O)C1(c2cccc(Sc3ccc(-n4cnnc4)cc3)c2)CCOCC1

E_tot
In order: -1259.88807 -1335.06042 -1143.65268 -1541.81579 -1541.80578
Unit: a.u.
HOMO energy
In order: -8.90 -8.39 -7.93 -7.53 -8.47
Unit: eV